The following is a DFT calculation (ωB97M-V/def2-TZVPD) of a structure of composition C44H34CoN2O2P2.

Cartesian coordinates (Å):
Co -0.3256 0.6838 -0.7277
O -3.4789 -0.5420 1.4523
C -2.5998 0.0181 0.8461
O -1.5326 -0.5756 0.3483
C -2.6391 1.5245 0.6449
C -3.7915 2.2518 0.9840
C -3.7720 3.6059 0.8062
C -2.6113 4.2408 0.3069
C -2.5301 5.6392 0.0951
C -1.3846 6.1936 -0.3939
C -0.2659 5.3802 -0.6922
C -0.3135 4.0313 -0.4988
C -1.4925 3.4394 0.0036
N -1.5405 2.0875 0.1814
H -4.6481 1.7191 1.3671
H -4.6401 4.2057 1.0441
H -3.3903 6.2530 0.3234
H -1.3260 7.2592 -0.5608
H 0.6332 5.8368 -1.0824
H 0.5367 3.4003 -0.7371
N 1.2383 -1.2108 1.4959
P -0.2263 -1.0569 2.2842
C 0.0019 -0.1603 3.8245
C -0.5512 1.1052 3.9697
C -0.3641 1.8058 5.1525
C 0.3748 1.2411 6.1797
C 0.9288 -0.0255 6.0361
C 0.7410 -0.7334 4.8628
C -0.8546 -2.6703 2.6277
C -0.5352 -3.7422 1.7928
C -1.0933 -4.9851 2.0356
C -1.9826 -5.1522 3.0872
C -2.3215 -4.0807 3.9021
C -1.7617 -2.8364 3.6757
P 1.5279 -0.6566 -0.1029
C 3.2433 -0.1004 -0.0442
C 3.9431 -0.0132 -1.2469
C 5.2511 0.4370 -1.2510
C 5.8681 0.7948 -0.0590
C 5.1721 0.7126 1.1366
C 3.8577 0.2692 1.1467
C 1.6067 -2.1778 -1.0802
C 0.8787 -2.3039 -2.2577
C 0.9580 -3.4774 -2.9985
C 1.7544 -4.5219 -2.5631
C 2.4855 -4.4011 -1.3855
C 2.4186 -3.2314 -0.6530
H 1.8393 -1.9540 1.8476
H -1.1252 1.5445 3.1622
H -0.7966 2.7892 5.2704
H 0.5192 1.7868 7.1018
H 1.4994 -0.4630 6.8435
H 1.1553 -1.7290 4.7623
H 0.1316 -3.6039 0.9504
H -0.8422 -5.8211 1.3983
H -2.4217 -6.1238 3.2682
H -3.0255 -4.2148 4.7108
H -2.0278 -1.9993 4.3065
H 3.4705 -0.3042 -2.1775
H 5.7930 0.5019 -2.1836
H 6.8937 1.1355 -0.0644
H 5.6504 0.9942 2.0641
H 3.3137 0.2219 2.0816
H 0.2490 -1.4964 -2.6046
H 0.3912 -3.5669 -3.9146
H 1.8135 -5.4342 -3.1412
H 3.1148 -5.2139 -1.0504
H 3.0234 -3.1389 0.2433
C -3.2349 -0.1796 -5.4561
C -3.4777 -0.2611 -4.0674
C -2.5122 0.1207 -3.1808
C -1.2529 0.6061 -3.6195
C -0.2418 0.9888 -2.6870
C 0.9505 1.4494 -3.1985
C 1.1959 1.5544 -4.5878
C 0.2316 1.1699 -5.4739
C -1.0186 0.6850 -5.0100
C -2.0343 0.2821 -5.9129
H -4.0023 -0.4852 -6.1541
H -4.4304 -0.6261 -3.7092
H -2.7023 0.0488 -2.1127
H 1.7548 1.7465 -2.5262
H 2.1452 1.9305 -4.9424
H 0.4038 1.2290 -6.5399
H -1.8403 0.3493 -6.9749

Force components x, y, z for each atom (eV/Å):
Co -0.501 -0.059 -0.146
O -0.006 0.041 0.139
C -0.061 -0.047 -0.186
O 0.119 0.177 -0.044
C -0.020 -0.012 0.076
C 0.098 0.030 -0.024
C 0.056 -0.014 -0.020
C -0.093 0.056 0.030
C 0.025 -0.048 0.006
C 0.021 -0.063 -0.006
C -0.022 0.035 0.016
C 0.044 -0.024 -0.019
C 0.027 -0.053 0.001
N 0.097 -0.049 -0.028
H -0.022 -0.018 0.006
H -0.041 0.039 0.004
H -0.040 0.029 0.012
H 0.005 0.045 -0.003
H 0.011 0.006 -0.008
H -0.065 0.026 0.006
N -0.031 -0.144 -0.009
P 0.069 0.048 -0.095
C 0.044 -0.138 0.060
C -0.016 0.098 -0.036
C -0.003 0.009 0.010
C -0.005 0.027 -0.006
C 0.005 -0.019 0.002
C -0.017 0.025 0.024
C 0.034 0.014 0.027
C -0.018 -0.048 -0.074
C 0.050 0.044 -0.049
C -0.040 -0.041 0.032
C 0.010 0.042 0.013
C -0.043 -0.063 0.064
P 0.018 -0.026 0.164
C -0.010 -0.096 0.052
C 0.003 -0.010 -0.020
C 0.030 0.018 0.024
C -0.007 -0.002 -0.012
C 0.022 0.012 -0.012
C -0.025 0.083 0.039
C 0.091 0.034 -0.046
C -0.061 -0.060 0.045
C -0.016 0.004 0.011
C -0.010 -0.017 -0.014
C -0.013 -0.007 -0.012
C 0.063 0.002 -0.009
H 0.000 0.073 -0.057
H -0.013 0.002 0.004
H -0.012 0.026 0.005
H 0.001 0.017 0.020
H 0.012 -0.010 0.016
H -0.001 -0.021 -0.020
H 0.016 -0.003 -0.001
H 0.007 -0.016 -0.023
H -0.010 -0.013 0.006
H -0.013 -0.001 0.024
H -0.015 0.036 0.020
H -0.018 -0.023 -0.016
H 0.027 0.000 -0.037
H 0.035 0.021 0.000
H 0.020 0.005 0.029
H -0.014 -0.022 0.010
H -0.020 0.077 -0.014
H -0.014 -0.007 -0.027
H 0.001 -0.012 -0.009
H 0.021 -0.019 0.008
H 0.012 0.036 0.015
C 0.040 0.008 0.006
C 0.024 0.013 0.001
C -0.060 -0.044 0.049
C -0.120 -0.021 0.207
C 0.317 -0.050 0.098
C 0.056 0.055 -0.007
C -0.156 -0.042 -0.013
C 0.005 0.003 0.095
C 0.070 0.063 -0.190
C -0.033 -0.014 0.058
H -0.016 0.000 -0.013
H -0.034 -0.020 0.006
H 0.019 0.001 -0.065
H 0.015 -0.014 0.000
H 0.068 0.020 -0.028
H 0.015 0.013 -0.071
H 0.007 0.003 -0.069

Values from the calculation:
* net charge: +1
* lowest unoccupied orbital energy (spin up / spin down): -2.93 / -4.49 eV
* multiplicity: 5
* expectation value of S²: 6.0202
* energy relative to the best compared isomer or geometry (same formula, charge and spin): 0.0000 eV